(1)
Formula: C6H8
Source: the OMol25 dataset
Level of theory: ωB97M-V/def2-TZVPD

Structure (XYZ):
```
14
Properties=species:S:1:pos:R:3:nbo_charge:R:1
C 2.998 -0.256 -0.774 -0.214
C 1.822 -0.161 -0.524 -0.040
C 0.437 -0.217 -0.153 -0.078
C -0.247 0.978 0.508 -0.418
C -1.667 0.497 0.768 -0.604
C -0.263 -1.276 -0.618 -0.361
H 4.026 -0.308 -1.058 0.236
H -1.510 -0.486 1.208 0.201
H 0.199 1.428 1.405 0.222
H -0.172 1.753 -0.276 0.221
H -2.293 1.072 1.442 0.215
H -2.175 0.346 -0.192 0.211
H 0.035 -1.728 -1.550 0.208
H -1.190 -1.644 -0.186 0.201
```

electronic energy	-233.3002	hartree
highest occupied orbital energy	-8.8	eV
frontier orbital gap	9.69	eV
SMILES	C#CC(=C)CC

(2)
Formula: C68H66Cl8N10O20
Source: the OMol25 dataset
Level of theory: ωB97M-V/def2-TZVPD

Structure (XYZ):
```
172
Properties=species:S:1:pos:R:3:lowdin_charge:R:1
Cl -10.584 2.448 2.880 0.568
C -9.835 3.682 1.825 -0.706
C -10.585 4.983 1.822 -0.610
Cl -9.749 6.065 0.668 0.630
H -9.729 3.233 0.841 -0.005
H -8.797 3.800 2.133 0.043
H -10.562 5.499 2.780 0.074
H -11.629 4.967 1.521 0.068
Cl -7.707 1.588 0.359 0.624
C -8.217 0.042 1.069 -0.618
C -9.098 -0.741 0.139 -0.616
Cl -10.529 0.236 -0.231 0.586
H -8.674 0.293 2.022 0.049
H -7.289 -0.489 1.284 0.076
H -9.477 -1.687 0.519 0.084
H -8.651 -0.934 -0.836 0.047
Cl -6.403 -2.350 -4.226 0.591
C -6.058 -1.633 -2.634 -0.675
C -5.589 -0.190 -2.666 -0.620
Cl -6.818 0.857 -3.414 0.634
H -5.383 -2.224 -2.009 0.086
H -6.962 -1.723 -2.025 0.043
H -4.716 -0.206 -3.315 0.076
H -5.438 0.105 -1.632 0.068
Cl -10.369 5.356 -8.394 0.614
C -11.802 4.937 -9.375 -0.611
C -12.315 3.541 -9.061 -0.618
Cl -11.287 2.321 -9.842 0.686
H -11.485 5.051 -10.406 0.068
H -12.566 5.663 -9.107 0.069
H -13.294 3.527 -9.539 0.076
H -12.319 3.370 -7.991 0.045
C -14.220 2.182 -1.571 -0.060
C -15.221 2.113 -2.527 -0.085
C -15.160 2.949 -3.618 -0.019
C -14.093 3.816 -3.752 -0.125
C -13.103 3.922 -2.788 0.011
C -13.191 3.109 -1.656 -0.040
N -14.011 4.734 -4.915 -0.294
O -14.993 4.788 -5.626 0.101
O -12.996 5.372 -5.076 -0.004
H -14.276 1.491 -0.738 0.118
H -16.094 1.510 -2.320 0.120
H -15.955 2.912 -4.353 0.126
H -12.373 4.715 -2.860 0.110
H -12.464 3.175 -0.859 0.101
C -5.919 5.190 -4.165 -0.075
C -4.904 5.793 -4.882 -0.052
C -3.595 5.347 -4.763 0.017
C -3.366 4.189 -4.023 -0.147
C -4.395 3.541 -3.345 -0.009
C -5.649 4.127 -3.308 -0.105
N -2.041 3.614 -3.917 -0.348
O -1.776 2.901 -2.958 0.071
O -1.203 3.958 -4.740 0.080
H -6.940 5.524 -4.312 0.099
H -5.144 6.580 -5.585 0.115
H -2.750 5.850 -5.209 0.122
H -4.273 2.626 -2.781 0.105
H -6.495 3.834 -2.700 0.075
C -8.784 11.796 0.422 -0.066
C -9.178 10.472 0.531 -0.047
C -8.960 9.652 -0.572 -0.020
C -8.353 10.141 -1.707 -0.163
C -7.982 11.471 -1.796 0.002
C -8.222 12.322 -0.732 -0.049
N -8.120 9.219 -2.830 -0.352
O -8.651 8.127 -2.834 0.040
O -7.398 9.629 -3.700 0.103
H -8.975 12.444 1.272 0.111
H -9.706 10.080 1.386 0.111
H -9.303 8.628 -0.551 0.073
H -7.659 11.847 -2.759 0.125
H -8.054 13.386 -0.803 0.113
C -9.390 4.927 -2.755 -0.084
C -9.833 5.219 -4.046 -0.056
C -10.278 4.192 -4.869 -0.027
C -10.152 2.871 -4.451 -0.135
C -9.717 2.601 -3.165 -0.042
C -9.356 3.620 -2.292 -0.080
N -10.653 1.760 -5.260 -0.321
O -11.145 2.019 -6.325 0.068
O -10.462 0.645 -4.838 0.056
H -9.045 5.709 -2.091 0.062
H -9.900 6.258 -4.341 0.099
H -10.709 4.430 -5.837 0.066
H -9.610 1.568 -2.862 0.074
H -8.786 3.420 -1.396 0.057
C -14.723 -0.328 -4.216 -0.084
C -15.254 -1.418 -3.529 -0.054
C -14.465 -2.136 -2.645 0.002
C -13.101 -1.894 -2.591 -0.137
C -12.559 -0.797 -3.245 -0.001
C -13.395 0.016 -3.987 -0.087
N -12.260 -2.760 -1.758 -0.347
O -11.047 -2.704 -1.880 0.056
O -12.824 -3.418 -0.912 0.084
H -15.351 0.337 -4.791 0.098
H -16.304 -1.632 -3.671 0.111
H -14.940 -2.954 -2.121 0.121
H -11.514 -0.541 -3.122 0.091
H -13.014 0.908 -4.470 0.092
C -12.762 -0.170 -7.591 -0.083
C -13.856 0.671 -7.534 -0.080
C -14.522 1.025 -8.698 -0.023
C -14.156 0.409 -9.892 -0.168
C -13.194 -0.584 -9.918 -0.020
C -12.470 -0.866 -8.763 -0.063
N -14.722 0.928 -11.163 -0.355
O -15.610 1.749 -11.057 0.067
O -14.283 0.472 -12.190 0.093
H -12.211 -0.483 -6.713 0.097
H -14.190 1.112 -6.605 0.085
H -15.341 1.729 -8.699 0.119
H -12.930 -1.071 -10.846 0.123
H -11.696 -1.617 -8.826 0.111
C -7.519 3.255 -7.293 -0.067
C -6.509 2.564 -6.627 -0.067
C -5.623 1.781 -7.363 0.007
C -5.790 1.652 -8.735 -0.154
C -6.767 2.389 -9.378 -0.004
C -7.624 3.219 -8.673 -0.078
N -5.033 0.643 -9.451 -0.353
O -4.144 0.082 -8.852 0.084
O -5.311 0.420 -10.606 0.086
H -8.196 3.859 -6.698 0.081
H -6.423 2.602 -5.554 0.049
H -4.816 1.277 -6.850 0.119
H -6.891 2.223 -10.442 0.127
H -8.323 3.841 -9.210 0.054
C -6.118 4.804 0.536 -0.077
C -6.257 6.108 0.047 -0.072
C -6.267 7.162 0.948 -0.022
C -5.985 6.951 2.285 -0.145
C -5.885 5.656 2.776 -0.002
C -6.027 4.599 1.915 -0.084
N -6.013 8.077 3.219 -0.353
O -6.168 9.192 2.766 0.080
O -5.813 7.848 4.395 0.079
H -6.173 3.970 -0.151 0.067
H -6.424 6.255 -1.011 0.099
H -6.210 8.159 0.524 0.119
H -5.673 5.613 3.838 0.123
H -6.036 3.580 2.283 0.100
C -12.218 7.650 -4.764 -0.082
C -12.456 8.118 -6.051 -0.044
C -12.023 9.396 -6.396 0.011
C -11.248 10.103 -5.475 -0.140
C -11.066 9.646 -4.185 -0.009
C -11.643 8.451 -3.798 -0.059
N -10.623 11.358 -5.887 -0.361
O -10.515 11.576 -7.068 0.093
O -10.214 12.093 -5.010 0.068
H -12.610 6.681 -4.469 0.045
H -13.040 7.604 -6.801 0.105
H -12.195 9.698 -7.418 0.119
H -10.483 10.266 -3.519 0.105
H -11.488 8.032 -2.813 0.109
C -8.330 -0.590 -7.358 -0.052
C -9.049 0.051 -8.348 -0.090
C -8.840 -0.249 -9.698 -0.020
C -7.921 -1.208 -10.054 -0.158
C -7.172 -1.857 -9.053 -0.005
C -7.405 -1.576 -7.728 -0.065
N -7.664 -1.517 -11.447 -0.364
O -8.434 -1.046 -12.260 0.078
O -6.717 -2.206 -11.725 0.094
H -8.510 -0.313 -6.327 0.089
H -9.828 0.759 -8.103 0.053
H -9.510 0.189 -10.425 0.092
H -6.460 -2.611 -9.357 0.123
H -6.885 -2.208 -7.020 0.069
```

electronic energy	-8363.7929	hartree
highest occupied orbital energy	-9.5	eV
frontier orbital gap	8.06	eV

(3)
Formula: C3H3NS2
Source: the OMol25 dataset
Level of theory: ωB97M-V/def2-TZVPD

Structure (XYZ):
```
9
Properties=species:S:1:pos:R:3:nbo_charge:R:1
C 1.362 0.482 1.996 -0.202
C -1.003 -0.116 0.261 -0.354
C -0.762 -0.072 -1.016 -0.346
N 0.194 1.008 2.302 -0.582
S 1.631 -0.790 1.005 0.200
S -1.213 0.305 1.808 0.682
H 2.094 1.196 2.329 0.228
H -1.091 0.581 -1.703 0.185
H -0.271 -0.864 -1.478 0.190
```

electronic energy	-967.0407	hartree
highest occupied orbital energy (spin up / spin down)	-6.6 / -9.4	eV
2S+1	3
frontier orbital gap (spin up / spin down)	7.04 / 6.60	eV

(4)
Formula: CH4F2NP
Source: the OMol25 dataset
Level of theory: ωB97M-V/def2-TZVPD

Structure (XYZ):
```
9
Properties=species:S:1:pos:R:3:nbo_charge:R:1
C -1.777 0.109 -0.710 -0.056
N -2.084 -1.080 -1.076 -0.608
F 2.951 1.424 1.230 -0.587
F 3.151 -0.391 -0.076 -0.577
P 1.907 0.304 0.723 1.316
H -0.740 0.135 -0.233 0.156
H 2.125 -0.257 1.995 -0.136
H -2.418 0.976 -0.768 0.157
H -3.116 -1.218 -1.084 0.334
```

electronic energy	-636.3232	hartree
highest occupied orbital energy	-10.0	eV
frontier orbital gap	10.23	eV
SMILES	C=N.FPF